Formula: C29H17Co2NO8S
Source: the OMol25 dataset
Level of theory: ωB97M-V/def2-TZVPD

The geometry in ORCA input format:
```
! RIJCOSX wB97M-V def2-TZVPD def2/J DEFGRID3
* xyz -2 1
Co -1.410 1.197 -3.123
Co -1.844 -1.046 -2.142
S 0.833 1.447 2.765
O 0.434 1.813 4.106
O -3.508 2.897 -2.059
O -2.273 0.725 -5.876
O 0.711 3.130 -3.576
O -4.297 0.031 -0.942
O -2.707 -2.002 -4.818
O 0.891 2.412 1.685
O -2.235 -3.704 -1.009
N -6.899 0.352 3.681
C 1.073 -0.543 -2.974
C -2.351 -1.518 -3.829
C -0.152 2.370 -3.398
C -0.197 0.085 2.126
C 4.942 -0.428 3.403
C -0.645 -0.470 -1.006
C -2.334 -0.956 2.641
C 2.465 0.699 2.886
C -3.323 -0.278 -1.473
C 3.498 -0.935 -2.895
C -0.233 -0.303 -2.346
C -4.327 0.312 3.194
C -3.567 1.483 3.130
C 3.548 -0.978 -4.291
C -2.241 1.466 2.697
C 2.374 -0.863 -5.032
C 3.289 0.356 1.804
C -3.670 -0.914 3.041
C 2.867 0.509 4.199
C -0.075 -0.377 0.260
C -1.594 0.231 2.533
C 4.532 -0.233 2.079
C -2.041 -2.645 -1.466
C 2.270 -0.737 -2.227
C -1.951 0.838 -4.782
C -2.697 2.161 -2.444
C 4.114 -0.045 4.461
C 1.154 -0.649 -4.375
C -5.753 0.353 3.438
H 4.402 -0.167 5.502
H 0.109 -1.455 0.717
H 4.495 -1.119 -4.811
H -4.242 -1.838 3.161
H 2.235 -0.746 -1.128
H 2.967 0.548 0.779
H 5.909 -0.884 3.618
H 2.199 0.805 5.005
H -4.057 2.424 3.368
H 2.353 -0.938 -6.119
H 0.436 0.599 0.335
H -1.850 -1.926 2.437
H 4.420 -1.068 -2.318
H 0.207 -0.561 -4.920
H 0.301 -0.795 2.580
H 5.184 -0.543 1.260
H -1.737 2.419 2.491
*
```

Properties
**Orbital gap**: 3.74 eV
**E_tot**: -134301.698 eV
**ΔE to the lowest compared entry with this formula, charge and spin**: 3.736 eV
**Max |F|**: 6.31 eV/A

=====

Formula: C29H18BrHfN5O8
Source: the OMol25 dataset
Level of theory: ωB97M-V/def2-TZVPD

The geometry in ORCA input format:
```
! RIJCOSX wB97M-V def2-TZVPD def2/J DEFGRID3
* xyz 0 1
Hf 14.291 9.297 6.351
Br 9.394 13.781 3.607
O 20.649 7.467 3.438
O 15.066 9.315 8.227
O 15.684 5.657 5.065
O 14.400 7.351 5.877
O 20.939 9.342 4.650
O 12.919 10.278 4.986
O 12.150 9.108 6.663
O 21.379 13.464 4.284
N 18.068 13.671 9.843
N 10.521 11.579 4.709
N 16.166 9.073 5.113
N 18.978 14.254 9.268
N 14.690 11.534 6.844
C 15.522 6.809 5.311
C 16.858 10.178 9.429
C 16.578 7.818 4.990
C 15.156 13.882 6.656
C 19.460 13.868 7.975
C 20.312 8.458 4.061
C 20.504 12.450 6.271
C 17.462 12.556 9.274
C 17.868 7.501 4.590
C 11.929 9.930 5.735
C 8.192 11.350 4.621
C 16.007 13.905 7.714
C 15.691 11.564 7.863
C 9.353 12.010 4.295
C 20.795 13.578 5.467
C 18.769 8.591 4.346
C 15.917 10.346 8.480
C 21.567 12.100 3.768
C 20.401 14.876 5.922
C 18.272 9.863 4.586
C 8.246 10.155 5.361
C 14.537 12.684 6.269
C 17.002 10.117 4.924
C 19.836 12.599 7.502
C 10.568 10.433 5.366
C 17.683 11.291 9.755
C 9.481 9.680 5.749
C 19.829 14.958 7.195
C 16.388 12.703 8.320
H 20.588 11.656 3.663
H 18.126 6.500 4.303
H 16.582 14.742 8.112
H 19.699 15.968 7.515
H 7.181 11.780 4.469
H 7.403 9.593 5.726
H 9.637 8.756 6.300
H 19.591 11.715 8.084
H 18.414 11.156 10.552
H 19.013 10.610 4.554
H 22.082 12.228 2.847
H 16.980 9.189 9.874
H 16.602 11.172 4.973
H 22.130 11.437 4.452
H 14.996 14.736 6.026
H 13.961 12.719 5.361
H 20.614 15.717 5.240
H 20.720 11.456 5.885
*
```

Properties
**Orbital gap**: 6.79 eV
**E_tot**: -125547.637 eV
**ΔE to the lowest compared entry with this formula, charge and spin**: 0.000 eV
**Max |F|**: 3.10 eV/A